DFT (ωB97M-V with the def2-TZVPD basis set) results for a 7-piece molecular cluster, C40H40N6O14 overall in a non-equilibrium geometry.

Element x y z (Å)
O: 3.9756 -4.9799 8.2842
O: 3.7562 -7.5337 19.7737
O: 0.8782 -0.8343 17.6327
O: 1.5984 1.9759 16.0306
O: 2.6695 -6.3950 15.0439
O: -0.4821 1.4108 16.0561
O: -0.8077 -2.1430 17.9671
O: 1.4063 -2.1706 10.6561
O: 1.0540 -0.0726 10.8901
O: 4.4605 -7.0392 8.6291
O: 4.1856 -4.6924 13.0071
O: 7.3029 -2.7922 12.2037
O: 6.9338 -2.3537 14.2711
O: 5.7656 -8.2574 19.4324
N: 4.8278 -7.5200 19.2149
N: 1.3228 -1.1698 11.3399
N: 6.8200 -2.1142 13.0855
N: 3.7754 -6.0613 8.7838
N: 0.3087 -1.7428 18.2222
N: 0.4966 1.9267 16.5446
C: 1.0864 -0.4100 13.6648
C: 2.6411 -3.7379 21.1345
C: 1.2719 -3.9498 21.0869
C: 4.0882 -5.5059 18.0007
C: 2.2952 -1.5393 15.4202
C: -0.8183 2.6912 19.9584
C: 1.0599 -7.5737 10.8680
C: 1.2727 3.8276 19.6470
C: 1.3439 3.3858 18.3462
C: 1.4245 -0.5367 14.9992
C: 3.2547 -2.9044 20.2054
C: 0.1554 3.5566 20.4246
C: 4.7544 0.1935 11.0265
C: 6.2173 -6.4807 17.4232
C: 0.3679 2.5153 17.8774
C: 0.4742 -5.2625 10.3984
C: 4.0445 0.9076 11.9885
C: 4.7880 -5.5222 13.9872
C: 5.0369 -6.4948 18.1624
C: 1.6294 -1.3014 12.7477
C: 0.1880 -6.4919 10.9824
C: 5.7222 -0.7293 11.3640
C: 3.9049 -5.7417 15.2196
C: 5.4563 -4.4737 16.3293
C: 2.5651 -6.1931 9.6061
C: 0.4922 -3.2700 20.1597
C: 2.2796 -7.4101 10.2303
C: 1.7873 -5.7221 14.1692
C: -0.7272 2.1821 18.6617
C: 4.8353 -4.8539 11.7531
C: 5.2038 -0.3399 13.6852
C: 2.4024 -2.3655 13.1831
C: 4.3383 0.6793 13.3367
C: 1.1035 -2.4593 19.2283
C: 4.3220 -4.4402 17.1179
C: 5.8648 -1.0649 12.6974
C: 2.4915 -2.3384 19.1873
C: 6.3959 -5.4851 16.4881
C: 1.6921 -5.1453 9.7340
C: 2.7211 -2.5068 14.5277
H: 3.1737 -4.2309 21.9374
H: 3.6848 -3.5696 17.1076
H: 4.9693 -6.5177 13.5567
H: 0.4091 0.4015 13.4350
H: 4.2902 -4.2211 11.0497
H: 1.9730 -6.0084 13.1309
H: 6.4085 -1.1305 10.6314
H: 0.7832 -6.0887 14.3987
H: 5.2960 -0.5386 14.7436
H: 7.3027 -5.4678 15.8968
H: -0.0449 3.9239 21.4239
H: 1.7746 -4.6314 14.2165
H: 4.5021 0.3510 9.9852
H: 2.9667 -1.6673 18.4857
H: -1.5099 1.5411 18.2813
H: 5.7679 -5.1257 14.2777
H: 4.8638 -5.8765 11.3733
H: 1.9899 4.4750 20.1387
H: 2.8622 -2.9784 12.4173
H: 5.6331 -3.6546 15.6439
H: 4.5071 -6.2911 15.9417
H: 3.2207 1.5329 11.6745
H: 2.9177 -8.2813 10.1786
H: 4.3127 -2.6850 20.2097
H: 2.5322 -1.5345 16.4779
H: -0.0899 -4.3743 10.6380
H: -0.5714 -3.4625 20.1051
H: 0.8135 -4.5883 21.8286
H: 6.9783 -7.2218 17.6198
H: 3.6963 -4.7401 15.6278
H: 3.1335 -5.5097 18.5087
H: 0.9780 0.1845 15.6718
H: 3.8683 1.2377 14.1354
H: 1.9065 -4.1926 9.2670
H: 2.2181 3.6872 17.7873
H: 3.3876 -3.3071 14.8200
H: 0.8244 -8.4634 11.4348
H: 5.8408 -4.4244 11.8304
H: -1.6557 2.5259 20.6229
H: -0.7106 -6.5506 11.5859

Values from the calculation:
- 2S+1: 1
- SMILES: O=[N+]([O-])c1ccccc1.O=[N+]([O-])c1ccccc1.O=[N+]([O-])c1ccccc1.O=[N+]([O-])c1ccccc1.O=[N+]([O-])c1ccccc1.O=[N+]([O-])c1ccccc1.COCCOC
- Frontier orbital gap: 7.74 eV

=====

DFT (ωB97M-V with the def2-TZVPD basis set) results for a 8-piece molecular cluster, C40H40N8 overall in a non-equilibrium geometry.

Element x y z (Å)
N: -2.6600 -13.5083 0.6407
N: 2.4708 -13.2546 0.4753
N: 2.5318 -15.4112 -2.7164
N: -0.9196 -21.5084 -3.1122
N: -1.0359 -13.9251 5.4498
N: -0.3658 -18.1507 4.1220
N: 3.1295 -18.3360 8.1384
N: -3.6594 -18.9600 7.0041
C: 2.9411 -13.4967 2.8096
C: -2.6528 -14.3248 1.7014
C: 2.1033 -18.7099 7.3727
C: -2.4419 -15.4204 -0.7849
C: -0.2614 -18.6075 1.7680
C: -3.0021 -19.5780 7.9780
C: -1.3840 -19.0062 4.2075
C: -3.2815 -19.4389 9.3356
C: -2.5347 -14.0529 -0.5766
C: -2.3676 -19.7872 -2.2478
C: -2.5398 -15.7110 1.5959
C: -1.7182 -21.0264 -2.1690
C: -1.3409 -15.2081 5.2711
C: -1.3979 -19.5732 -4.4427
C: 2.8365 -17.6306 9.2305
C: 1.8219 -16.9895 -1.0580
C: -0.8086 -20.8045 -4.2500
C: 1.7889 -14.2435 3.0083
C: -1.8686 -19.7434 3.1318
C: -4.6652 -18.1480 7.3680
C: -5.0080 -17.9230 8.6932
C: -2.0270 -15.5740 7.5056
C: 2.6565 -15.9782 -1.5220
C: 1.0299 -14.5269 1.8789
C: 1.3881 -14.0069 0.6439
C: -1.6158 -14.2628 7.7541
C: 0.7572 -17.3809 -1.8579
C: -1.8132 -16.0752 6.2300
C: 0.6252 -16.7971 -3.0990
C: -1.2933 -19.5060 1.8969
C: 0.7671 -18.4726 7.6964
C: 1.5583 -17.1998 9.5439
C: 0.4972 -17.6251 8.7688
C: -2.4278 -16.2398 0.3158
C: -1.2314 -13.4600 6.6907
C: -2.1510 -19.0534 -3.3943
C: 1.5628 -15.8534 -3.5200
C: 0.1707 -17.9453 2.9168
C: -4.3084 -18.5938 9.6914
C: 3.2259 -13.0009 1.5416
H: -2.1207 -20.1360 7.6772
H: -5.7919 -17.2372 8.9829
H: 1.9648 -17.4020 -0.0681
H: -2.4708 -16.1477 8.3099
H: -0.9778 -12.4112 6.8037
H: -3.0238 -19.3516 -1.5068
H: 1.4298 -15.3285 -4.4562
H: 2.3203 -19.3192 6.5039
H: -2.6821 -19.9668 10.0641
H: -1.2787 -19.0019 -5.3526
H: -1.8390 -19.1111 5.1878
H: 4.1056 -12.3809 1.4218
H: -2.6611 -20.4540 3.3173
H: -2.6358 -13.8307 2.6655
H: -0.2460 -21.2491 -5.0619
H: 3.6720 -17.3194 9.8454
H: -0.5363 -17.3918 8.9834
H: -4.5470 -18.3786 10.7259
H: 3.5671 -13.2318 3.6530
H: -2.0046 -17.1168 6.0249
H: -1.7264 -13.7830 8.7186
H: 3.3315 -15.5431 -0.7951
H: -1.1821 -15.5999 4.2699
H: -1.7413 -21.5723 -1.2319
H: -1.5948 -20.0967 1.0362
H: 0.2444 -18.3602 0.8452
H: -5.2263 -17.5951 6.6249
H: 0.1173 -15.0962 2.0130
H: 0.0008 -18.9363 7.0916
H: 1.3555 -16.5949 10.4185
H: 1.0888 -17.3685 2.9224
H: -2.5782 -16.3686 2.4537
H: -2.4117 -17.3144 0.1679
H: 1.4967 -14.6017 3.9856
H: 0.1360 -18.2002 -1.5130
H: -0.1973 -17.0781 -3.7435
H: 0.7918 -14.1793 -0.2440
H: -2.5428 -13.3050 -1.3591
H: -2.4837 -15.7678 -1.8099
H: -2.6519 -18.0972 -3.5047

Values from the calculation:
- Energy relative to the best compared isomer or geometry (same formula, charge and spin): 46.5 kJ/mol
- 2S+1: 1
- SMILES: c1ccncc1.c1ccncc1.c1ccncc1.c1ccncc1.c1ccncc1.c1ccncc1.c1ccncc1.c1ccncc1
- Frontier orbital gap: 9.71 eV

=====

DFT (ωB97M-V with the def2-TZVPD basis set) results for C40H41BCdFN13O9 as an isolated structure.

Element x y z (Å)
Cd: 1.8667 0.0741 -0.9494
F: -1.9450 -1.7718 4.7681
O: 1.0165 -3.4458 -2.9278
O: 2.1497 -1.9125 -1.7674
O: -2.0408 5.5733 -5.3132
O: -5.9552 2.1929 -1.9361
O: -0.0030 0.5183 -2.2340
O: -4.6513 0.7051 -1.0891
O: 0.9012 2.1483 -3.5092
O: -4.1265 5.6216 -4.7775
O: 0.7043 -1.0926 0.6659
N: 3.6087 2.3946 -2.2335
N: -4.8725 1.6671 -1.7991
N: 3.9111 0.4648 0.0774
N: -1.4819 -4.4836 0.0084
N: 2.3136 3.2318 -0.2358
N: 1.4400 2.2044 -0.0755
N: 3.0004 1.3218 -2.5932
N: 4.2710 5.3062 -1.0614
N: 4.3120 1.7603 0.1679
N: 4.6925 4.0528 -0.7461
N: -3.0182 5.1303 -4.7500
N: -3.6172 -3.9583 4.3371
N: -5.1902 -4.4247 6.6304
C: 5.2003 0.6903 1.8876
C: 4.4431 -0.1916 1.0978
C: 5.2593 7.4391 -1.7581
C: -1.8399 -2.4116 3.5782
C: 4.0463 3.0907 -3.3516
C: -5.7327 -3.6453 5.4580
C: -3.9374 3.3890 -3.2830
C: -2.6623 -3.5217 3.3598
C: -3.0312 -4.6584 5.4683
C: 4.1845 -1.6508 1.2768
C: 0.2570 -2.9821 -0.7484
C: 5.3533 5.9996 -1.3698
C: -2.4942 1.6419 -2.4224
C: 5.0747 1.9126 1.2709
C: -4.5719 -2.9530 4.7742
C: -0.8234 -2.6756 1.4376
C: 6.5067 5.1868 -1.2862
C: -2.8156 -5.8529 -1.6472
C: -1.6153 -3.8072 1.2074
C: 1.2133 -2.7587 -1.9347
C: -0.5516 -4.0707 -0.8800
C: 0.4572 4.1053 0.5681
C: 3.0041 1.2655 -3.9878
C: -0.9448 -1.9802 2.6448
C: -1.5777 3.3456 -3.8482
C: 6.0401 3.9579 -0.9034
C: 1.7377 4.3859 0.1483
C: -4.1209 -5.4027 6.2153
C: -2.8366 3.9103 -3.9343
C: 3.6867 2.3898 -4.4644
C: -2.2733 -5.6618 -0.2670
C: -2.5371 -4.2207 2.1812
C: -1.4112 2.1989 -3.0847
C: 2.4481 0.0906 -4.6818
C: 0.3166 2.7197 0.4118
C: -3.7295 2.2508 -2.5293
C: -0.8560 1.8557 0.7428
C: -3.7445 -5.4989 -0.5248
C: 0.1298 -2.1704 0.4272
C: -0.0449 1.5593 -2.9331
B: 3.7283 2.8843 -0.7165
H: -4.6051 -6.1344 5.5713
H: -0.2752 4.8016 0.9386
H: -4.9479 -2.4075 3.9091
H: -0.7374 3.7895 -4.3610
H: -1.7362 2.4678 0.9342
H: 3.2641 -0.5465 -5.0342
H: -6.4647 -2.9384 5.8439
H: -0.6514 1.2560 1.6313
H: 5.1037 7.5452 -2.8329
H: 1.8282 -0.5042 -4.0140
H: -1.9443 -6.5425 0.2721
H: -5.9466 -4.9163 7.1067
H: 3.6904 -2.0547 0.3930
H: 5.1163 -2.1928 1.4369
H: 5.4766 2.8755 1.5371
H: -4.1313 -4.4887 -0.5117
H: -4.9093 3.8508 -3.3595
H: -4.1342 -2.2143 5.4616
H: 3.5422 -1.8217 2.1426
H: -2.3679 0.7452 -1.8361
H: -4.7942 -3.7659 7.3054
H: 6.1744 7.9699 -1.5002
H: 4.5781 4.0221 -3.2440
H: -3.1804 -5.0715 2.0139
H: -1.0711 1.1677 -0.0743
H: -2.3043 -5.3857 5.1094
H: 1.8737 0.4079 -5.5519
H: -2.8262 -6.8604 -2.0354
H: -0.4598 -4.6499 -1.7889
H: -2.5045 -3.9760 6.1562
H: 7.5292 5.4708 -1.4680
H: 4.4226 7.9151 -1.2504
H: 2.2791 5.3115 0.0727
H: -2.6104 -5.0858 -2.3802
H: 6.5612 3.0310 -0.7302
H: -0.3211 -1.1136 2.8180
H: 3.8762 2.6545 -5.4892
H: -4.4129 -6.2565 -0.1401
H: 5.7638 0.4627 2.7758
H: -6.2159 -4.3649 4.8002
H: -3.7484 -5.8867 7.1159

Values from the calculation:
- Energy relative to the best compared isomer or geometry (same formula, charge and spin): 31.9 kJ/mol
- 2S+1: 2
- Charge: +1
- ⟨S²⟩: 0.76
- Frontier orbital gap (alpha / beta): 7.27 / 6.27 eV